{
  "formula": "C23H13AgBrCl4I2N3O3",
  "method": "ωB97M-V/def2-TZVPD",
  "species": ["C", "C", "H", "H", "Cl", "C", "N", "H", "N", "H", "N", "H", "C", "C", "C", "H", "C", "C", "C", "H", "C", "C", "I", "C", "C", "Cl", "H", "H", "C", "O", "H", "C", "C", "H", "I", "C", "C", "O", "Ag", "C", "Br", "O", "C", "H", "C", "C", "Cl", "Cl", "H", "C"],
  "positions_angstrom": [[4.423, 3.119, 0.232], [1.270, -2.519, -1.067], [-0.846, 2.043, 2.518], [-5.288, 3.164, -0.123], [6.807, 1.821, 0.428], [2.206, 2.065, 0.589], [0.845, -1.550, -1.522], [1.030, 2.103, 4.129], [-1.150, 0.015, 2.679], [1.779, -0.049, 5.179], [-2.098, 1.053, -0.450], [-1.036, 2.772, -0.662], [-2.032, 2.357, -0.533], [-0.757, -1.130, 3.233], [-3.210, -1.046, -0.036], [0.627, -3.773, 1.352], [-4.488, -1.635, 0.146], [2.901, 0.787, 0.862], [-5.681, -0.906, 0.215], [2.221, -4.528, 1.522], [-3.177, 3.169, -0.418], [0.271, -1.177, 4.156], [-4.595, -3.688, 0.397], [0.936, -0.014, 4.502], [-4.478, 1.165, -0.114], [5.084, -0.753, 1.085], [1.343, -4.606, -0.881], [-3.081, 4.245, -0.477], [-4.386, 2.572, -0.220], [2.229, -0.262, 1.160], [-6.610, -1.439, 0.372], [-0.536, 1.141, 3.029], [-5.703, 0.458, 0.098], [-1.265, -2.028, 2.893], [-7.532, 1.432, 0.230], [1.681, -3.689, 1.078], [3.013, 3.168, 0.287], [0.934, 2.112, 0.652], [-0.034, -0.141, 0.379], [4.299, 0.789, 0.778], [0.782, -2.844, 4.906], [-2.133, -1.654, -0.053], [0.520, 1.171, 3.933], [2.065, -2.744, 1.470], [5.063, 1.933, 0.475], [-3.276, 0.438, -0.213], [5.333, 4.567, -0.130], [2.180, 4.679, -0.027], [2.887, -3.782, -0.739], [1.836, -3.733, -0.447]],
  "atomic_forces_ev_per_a": [[-0.146, 0.290, -0.062], [0.012, 0.088, -0.082], [-0.027, -0.003, 0.004], [0.021, 0.009, -0.019], [-0.084, 0.071, -0.015], [0.265, -0.233, 0.134], [0.193, -0.548, -0.046], [0.040, 0.003, 0.032], [-0.290, 0.064, 0.125], [-0.005, 0.013, 0.008], [0.030, -0.344, 0.345], [-0.037, 0.047, 0.026], [0.065, 0.151, -0.066], [0.031, -0.131, -0.047], [-0.447, 0.564, -0.059], [0.043, 0.035, -0.019], [-0.239, 0.448, 0.003], [0.007, 0.072, 0.000], [0.126, -0.136, -0.008], [-0.012, 0.073, 0.033], [0.208, -0.011, -0.026], [-0.078, 0.095, -0.132], [0.101, -0.341, 0.028], [0.157, -0.120, 0.158], [-0.460, 0.152, 0.031], [0.033, 0.149, -0.036], [-0.061, 0.039, 0.033], [-0.009, 0.006, -0.009], [-0.116, -0.089, 0.024], [-0.359, -0.136, -0.028], [0.007, -0.039, 0.004], [0.285, 0.007, 0.067], [0.566, -0.077, -0.062], [0.013, 0.037, 0.066], [-0.264, 0.163, 0.017], [-0.042, -0.010, -0.040], [0.032, 0.092, -0.004], [-0.355, -0.013, -0.098], [0.079, 0.186, -0.240], [-0.071, -0.161, 0.052], [0.021, 0.003, -0.010], [0.491, -0.313, 0.103], [-0.172, 0.054, -0.190], [0.046, -0.039, -0.041], [0.229, -0.269, 0.057], [0.246, -0.266, -0.037], [-0.006, -0.092, 0.018], [0.049, -0.044, 0.009], [0.019, 0.068, 0.084], [-0.134, 0.433, -0.081]],
  "homo_lumo_gap_ev": 4.41,
  "mol_weight_g_mol": 962.767,
  "charge": -2,
  "e_above_lowest_ev": 0.879,
  "homo_energy_ha": -0.0338,
  "spin_multiplicity": 1
}